1.
Molecular formula: C26H40Ge2O2PdS
Method: DFT, ωB97M-V with the def2-TZVPD basis set

Structure (XYZ):
```
72
C26H40Ge2O2PdS, DFT ωB97M-V with the def2-TZVPD basis set
Pd 0.0033 0.2811 0.1297
C 4.3464 -2.2529 -0.1363
C 2.8644 -2.0283 -0.4467
Ge 2.2801 -0.2245 0.1913
C 3.2644 1.0605 -0.9999
C 4.4120 1.8033 -0.3135
C 3.0159 -0.1064 2.0106
C 2.1633 -0.0259 3.0373
Ge 0.2522 0.0453 2.4340
C -0.7759 -1.6530 2.7442
C -0.7933 -2.2571 4.1494
C -0.7778 1.6259 3.1456
C -1.2556 1.6164 4.5992
C 2.5610 0.0005 4.4621
C 1.5975 -0.1368 5.4622
C 1.9345 -0.1256 6.8066
C 3.2579 0.0316 7.1855
C 4.2322 0.1805 6.2070
C 3.8905 0.1658 4.8660
H 4.7128 -3.1761 -0.5915
H 4.5115 -2.3188 0.9401
H 4.9533 -1.4279 -0.5188
H 2.2534 -2.8115 0.0079
H 2.7066 -2.0776 -1.5269
H 2.5345 1.7652 -1.3996
H 3.6426 0.4871 -1.8513
H 4.0777 2.2960 0.6026
H 4.8341 2.5656 -0.9736
H 5.2162 1.1166 -0.0411
H 4.0917 -0.1770 2.1734
H -0.3649 -2.3699 2.0298
H -1.7951 -1.4274 2.4146
H 0.2183 -2.4715 4.4964
H -1.3576 -3.1933 4.1629
H -1.2592 -1.5782 4.8665
H -1.6333 1.7034 2.4703
H -0.1521 2.5066 2.9807
H -1.8273 0.7152 4.8322
H -1.9060 2.4741 4.7893
H -0.4159 1.6756 5.2912
H 0.5652 -0.2634 5.1642
H 1.1615 -0.2352 7.5574
H 3.5307 0.0389 8.2330
H 5.2667 0.3148 6.4985
H 4.6673 0.2917 4.1234
C -4.4317 -0.4955 -0.4067
C -2.9342 -0.4403 -0.2884
O -2.3787 0.4914 0.2752
C -2.1430 -1.5459 -0.8738
C -2.5527 -2.8727 -0.7631
C -1.7645 -3.8927 -1.2637
C -0.5761 -3.5950 -1.9182
C -0.1753 -2.2781 -2.0618
C -0.9318 -1.2442 -1.5207
H -4.8659 0.4392 -0.0603
H -4.8178 -1.3133 0.2054
H -4.7229 -0.6900 -1.4386
H -3.4759 -3.1112 -0.2498
H -2.0787 -4.9220 -1.1506
H 0.0311 -4.3926 -2.3262
H 0.7277 -2.0395 -2.6058
H -0.6635 -0.2076 -1.7736
C -1.2462 4.2147 -1.1396
S -0.5255 2.6559 -0.5176
C 0.8987 3.4527 0.2833
O -0.0107 1.9926 -1.7582
H -1.4660 4.8711 -0.2983
H -2.1624 3.9489 -1.6634
H -0.5390 4.6712 -1.8309
H 0.5228 4.1204 1.0586
H 1.4681 3.9976 -0.4695
H 1.5028 2.6672 0.7287
```

Output
HOMO energy, eV: -7.364
Spin multiplicity: 1
Charge: 0

2.
Molecular formula: C26H40N2O4Ti
Method: DFT, ωB97M-V with the def2-TZVPD basis set

Structure (XYZ):
```
73
C26H40N2O4Ti, DFT ωB97M-V with the def2-TZVPD basis set
Ti -1.1559 -1.7027 -0.5237
C -3.6084 -1.4051 1.3280
C -2.5411 -2.1293 2.1135
O -1.7308 -2.8483 1.1576
C -1.6697 -4.2914 1.0637
C -2.2796 -4.6544 -0.2647
O -1.8430 -3.6456 -1.2245
C -2.6308 -3.7432 -2.4490
C -2.3697 -2.4895 -3.2423
O -2.2937 -1.4094 -2.2818
C -3.2487 -0.3288 -2.1949
C -3.9716 -0.4870 -0.8787
O -2.9740 -0.8853 0.1157
H -4.0360 -0.5753 1.8914
H -4.4049 -2.0808 1.0108
H -2.9793 -2.8141 2.8394
H -1.8717 -1.4413 2.6305
H -2.2032 -4.7542 1.8934
H -0.6157 -4.5657 1.1237
H -3.3701 -4.6175 -0.2247
H -1.9608 -5.6399 -0.6054
H -3.6804 -3.8177 -2.1577
H -2.3400 -4.6408 -2.9956
H -3.1570 -2.3014 -3.9718
H -1.4092 -2.5191 -3.7582
H -3.9431 -0.3596 -3.0344
H -2.6736 0.5964 -2.2404
H -4.7191 -1.2813 -0.9215
H -4.4436 0.4424 -0.5590
C 1.8829 0.8053 5.2383
C 2.7679 0.7554 3.9798
C 3.2092 2.1706 3.6140
C 4.0108 -0.1085 4.2514
C 1.9559 0.1083 2.8764
C 1.5191 -1.2184 2.9914
C 0.7446 -1.7810 2.0103
N 0.3891 -1.1282 0.8811
C 0.8738 0.1245 0.7182
C 1.6071 0.7685 1.6960
C 0.6540 0.6884 -0.6290
C 1.1639 1.9082 -1.0297
C 1.1012 2.3020 -2.3686
C 0.4990 1.3935 -3.2494
C -0.0399 0.2244 -2.7783
N 0.0017 -0.1397 -1.4771
C 1.6551 3.6197 -2.8717
C 2.3520 4.4091 -1.7661
C 0.4737 4.4405 -3.4191
C 2.6597 3.3363 -4.0008
H 2.4464 1.2571 6.0538
H 1.5790 -0.1907 5.5625
H 0.9893 1.4098 5.0744
H 3.7965 2.5805 4.4340
H 2.3628 2.8442 3.4641
H 3.8439 2.1861 2.7258
H 4.6068 0.3647 5.0309
H 4.6364 -0.2006 3.3628
H 3.7574 -1.1079 4.6044
H 1.7786 -1.8158 3.8535
H 0.3954 -2.7970 2.1121
H 1.9466 1.7784 1.5323
H 1.6494 2.5478 -0.3108
H 0.4447 1.5995 -4.3087
H -0.5177 -0.4641 -3.4583
H 1.6695 4.6880 -0.9605
H 2.7402 5.3361 -2.1850
H 3.2012 3.8659 -1.3471
H -0.2592 4.6545 -2.6395
H -0.0282 3.9326 -4.2435
H 0.8449 5.3919 -3.7984
H 3.4873 2.7161 -3.6545
H 3.0750 4.2811 -4.3497
H 2.1978 2.8527 -4.8612
```

Output
HOMO energy (alpha / beta), eV: -17.728 / -17.745
⟨S²⟩: 0.75
Spin multiplicity: 2
Charge: +3

3.
Molecular formula: C26H41BN10O3SiV
Method: DFT, ωB97M-V with the def2-TZVPD basis set

Structure (XYZ):
```
83
C26H41BN10O3SiV, DFT ωB97M-V with the def2-TZVPD basis set
V 0.6062 -0.2157 -0.3654
C 1.1051 3.3685 2.0040
C 0.9675 2.6243 0.8278
N 0.7943 1.3340 1.1090
N 0.8091 1.2213 2.4533
C 0.9947 2.4317 3.0106
B 0.5620 -0.0849 3.2590
N -0.9626 -0.3700 3.4462
C -1.7794 0.2955 4.2895
C -3.0372 -0.2590 4.2007
C -2.8746 -1.2978 3.2677
N -1.6281 -1.3536 2.8117
N 1.2343 -1.2793 2.5764
C 1.8864 -2.2792 3.1939
C 2.2170 -3.2310 2.2526
C 1.6963 -2.7255 1.0559
N 1.1096 -1.5488 1.2618
H 1.2795 4.4258 2.1053
H 0.9991 2.9379 -0.2034
H 1.0495 2.5365 4.0812
H 1.0392 0.0984 4.3504
H -1.4018 1.0923 4.9104
H -3.9195 0.0134 4.7545
H -3.6077 -2.0144 2.9266
H 2.0671 -2.2385 4.2549
H 2.7526 -4.1512 2.4070
H 1.7273 -3.1383 0.0604
C -2.8478 3.5141 1.9582
N -3.1674 3.2603 0.5597
C -3.6625 4.3759 -0.2245
C -2.8363 2.1040 -0.0599
O -3.0324 1.8841 -1.2456
C -2.2292 1.0300 0.8356
O -1.5845 0.0328 0.0661
C -2.4723 -0.9742 -0.3768
C -1.6696 -1.9821 -1.1667
O -0.4384 -1.9066 -1.1874
N -2.3420 -2.9298 -1.8335
C -3.7926 -3.0161 -1.8129
C -1.6284 -3.8433 -2.7132
H -3.4622 4.3435 2.3039
H -3.0793 2.6511 2.5817
H -1.7950 3.7761 2.0979
H -4.5812 4.7661 0.2162
H -2.9217 5.1790 -0.2596
H -3.8605 4.0308 -1.2342
H -1.4868 1.4386 1.5119
H -3.0151 0.5811 1.4518
H -2.9169 -1.4664 0.4945
H -3.2526 -0.5326 -1.0012
H -4.1875 -2.7667 -0.8305
H -4.2477 -2.3597 -2.5595
H -4.0818 -4.0413 -2.0355
H -0.5908 -3.5327 -2.7807
H -1.6777 -4.8628 -2.3273
H -2.0762 -3.8160 -3.7076
C -1.3285 0.5177 -3.7680
C 0.1236 0.1424 -3.7361
C 0.7857 -0.2903 -4.8719
C 2.1334 -0.6422 -4.7647
C 2.7764 -0.5651 -3.5534
C 2.0567 -0.0955 -2.4301
N 0.7496 0.2634 -2.5621
N 2.4852 -0.0084 -1.1503
Si 4.1038 -0.0192 -0.5659
C 4.0793 0.4828 1.2321
C 5.1454 1.2059 -1.5392
C 4.9195 -1.7068 -0.6762
H -1.7204 0.4940 -4.7835
H -1.4781 1.5077 -3.3383
H -1.9164 -0.1680 -3.1532
H 0.2649 -0.3491 -5.8176
H 2.6723 -0.9892 -5.6386
H 3.8107 -0.8602 -3.4429
H 3.7028 1.4995 1.3680
H 5.0878 0.4319 1.6519
H 3.4430 -0.1933 1.8082
H 4.6335 2.1682 -1.6151
H 5.3485 0.8552 -2.5536
H 6.1077 1.3734 -1.0485
H 4.4215 -2.4070 -0.0011
H 5.9723 -1.6561 -0.3864
H 4.8705 -2.1216 -1.6862
```

Output
HOMO energy (alpha / beta), eV: -5.856 / -5.241
⟨S²⟩: 0.76
Energy above the lowest of the compared OMol25 structures with the same formula, charge and spin, eV: 0.000
Spin multiplicity: 2
Charge: 0

4.
Molecular formula: C26H41CaCl6FI2Mg2N4NbO17P2S2
Method: DFT, ωB97M-V with the def2-TZVPD basis set

Structure (XYZ):
```
105
C26H41CaCl6FI2Mg2N4NbO17P2S2, DFT ωB97M-V with the def2-TZVPD basis set
C 2.1766 -2.0470 1.7760
C 1.1855 -3.1133 1.4925
O 0.8987 -3.9690 2.3265
N 0.7317 -3.4005 0.1505
C 1.8723 -4.0858 -0.4866
Nb -0.4833 -2.1710 -1.0340
C -1.3341 -0.9712 -2.7503
C -2.8427 -1.0587 -3.0965
C -3.4333 0.3243 -2.9603
Cl -5.2128 0.2624 -2.6350
P 0.1591 0.0376 0.1573
N -0.2109 -0.1626 1.7058
C -2.4234 -2.3710 0.0818
I -3.3632 -0.3235 0.5668
C -2.4089 -3.1310 1.3707
C -2.3995 -4.6154 1.1531
I -4.3557 -2.8508 2.4276
P -0.8418 -4.3263 -2.4624
O -2.3221 -5.2168 -1.8806
Cl -1.4468 -3.9953 -4.4460
S 1.6744 -1.7079 -2.4322
O 1.5175 -0.4725 -3.1491
O 1.9910 -2.8212 -3.3029
F 2.9655 -1.4061 -1.4990
H 2.4333 -1.4455 0.9162
H 3.0664 -2.5502 2.1381
H 1.7964 -1.4627 2.6035
H 1.9953 -5.0708 0.0044
H 1.7184 -4.2762 -1.5353
H 2.8021 -3.5594 -0.3059
H -1.0504 0.0651 -2.5928
H -0.8181 -1.2501 -3.6635
H -3.4384 -1.7677 -2.5270
H -2.9446 -1.3461 -4.1398
H -3.2282 1.0214 -3.7581
H -3.0104 0.7399 -2.0552
H 1.4845 0.4453 -0.0877
H -0.5767 1.0826 -0.4331
H -0.8974 0.5240 1.9904
H -3.1671 -2.8732 -0.5294
H -1.7325 -2.7472 2.1212
H -3.2820 -4.8690 0.5716
H -1.5353 -4.9258 0.5853
H -2.4956 -5.1256 2.0958
H -3.0636 -4.8065 -2.3569
C 0.3043 -8.4152 1.9091
Cl -0.2437 -8.7176 0.2338
Cl 0.3545 -6.6890 2.2378
Cl -0.7341 -9.2521 3.0521
H 1.3012 -8.8228 1.9910
Ca -2.4757 -6.7612 -3.1378
Cl 1.1771 -3.3532 4.7489
Mg -5.1892 1.0535 -0.1696
N 3.2253 -9.4530 -0.3987
O 3.2546 -8.9763 0.8016
O 3.0295 -8.5863 -1.3173
O 3.3970 -10.6080 -0.6243
C -6.6497 3.2077 4.3354
O -5.8976 2.8055 3.1867
H -7.5540 3.6911 3.9783
H -6.9247 2.3466 4.9469
H -6.0852 3.9162 4.9436
H -5.0960 2.3790 3.5024
C -1.2639 6.3340 -4.8266
C -0.5005 5.6923 -3.8620
C -1.0814 4.7622 -3.0196
C -2.4283 4.4967 -3.1709
C -3.2146 5.1238 -4.1231
C -2.6200 6.0521 -4.9555
N -3.0386 3.5029 -2.2921
O -2.3562 2.9811 -1.4358
O -4.2179 3.2112 -2.4597
H -0.8020 7.0570 -5.4848
H 0.5520 5.9122 -3.7644
H -0.4880 4.2604 -2.2735
H -4.2656 4.8962 -4.2127
H -3.2114 6.5558 -5.7064
C 3.6503 4.5542 -0.9113
C 4.7884 5.2558 -0.3313
C 4.5020 6.6612 0.1506
O 5.3306 7.3361 0.7155
C 3.1719 7.1802 -0.1116
C 2.0420 6.4822 -0.6991
C 2.2991 5.0445 -1.0734
O 1.4259 4.3188 -1.4996
O 0.9546 6.9809 -0.8849
O 5.8868 4.7689 -0.2256
H 3.7967 3.5358 -1.2592
H 3.0348 8.2153 0.1872
O 3.2905 3.3177 1.7644
S 3.7567 2.1759 2.5033
O 3.1786 0.8984 2.2509
O 3.6681 2.5068 4.0425
C 2.3988 2.9802 4.5595
C 1.3928 1.8627 4.7419
C 5.5047 2.0718 2.3892
H 2.0128 3.7669 3.9106
H 2.6401 3.4365 5.5162
H 1.0794 1.4484 3.7846
H 0.5110 2.2429 5.2575
H 1.8237 1.0505 5.3252
H 5.9315 3.0452 2.6130
H 5.7405 1.7779 1.3689
H 5.8507 1.3184 3.0907
Mg 3.9299 -7.0463 0.0762
```

Output
HOMO energy, eV: -7.826
Spin multiplicity: 1
Charge: +1

5.
Molecular formula: C26H41ClN6OPPb
Method: DFT, ωB97M-V with the def2-TZVPD basis set

Structure (XYZ):
```
77
C26H41ClN6OPPb, DFT ωB97M-V with the def2-TZVPD basis set
Pb -1.0386 2.3601 1.5138
O 1.0882 3.0363 0.5099
C 1.2180 4.2505 -0.2521
C -0.0300 5.0856 -0.1216
C -0.0428 6.4014 -0.5585
C -1.1962 7.1493 -0.4082
C -2.3063 6.5691 0.1987
C -2.2142 5.2598 0.6112
N -1.1016 4.5201 0.4388
H 1.3104 2.2734 -0.0417
H 1.4122 4.0086 -1.2987
H 2.0738 4.8038 0.1380
H 0.8443 6.8337 -1.0015
H -1.2288 8.1768 -0.7431
H -3.2182 7.1255 0.3585
H -3.0477 4.7779 1.1092
Cl -5.0238 -1.6375 0.3458
C -4.5260 -0.0655 -0.1371
C -5.2371 0.6753 -1.0732
C -4.7457 1.9202 -1.4302
C -3.5727 2.3809 -0.8536
N -2.8977 1.6660 0.0532
C -3.3759 0.4724 0.4139
H -6.1475 0.2834 -1.5068
H -5.2631 2.5303 -2.1568
H -3.1524 3.3354 -1.1386
H -2.8279 -0.0806 1.1679
N 0.0100 0.3344 0.4189
P 0.7655 -1.0552 0.2632
N 0.2326 -1.8948 -1.1306
C -1.1301 -1.6459 -1.6235
C -1.7239 -2.8916 -2.2540
C -0.8905 -3.3717 -3.4497
C 0.5949 -3.0576 -3.2444
C 0.9415 -3.0119 -1.7575
N 2.3569 -0.8596 0.1096
C 3.0225 -0.5318 -1.1746
C 3.6165 0.8628 -1.1555
C 4.5385 1.0533 0.0424
C 3.8403 0.7013 1.3504
C 3.2250 -0.6839 1.3046
N 0.4382 -2.1788 1.4158
C 1.2613 -3.4053 1.5972
C 0.4569 -4.4836 2.2995
C 0.0103 -4.0318 3.6906
C -0.3758 -2.5448 3.6944
C -0.7457 -2.0677 2.2977
H -1.0392 -0.8190 -2.3408
H -1.7279 -1.2698 -0.7895
H -2.7445 -2.6599 -2.5597
H -1.8065 -3.6641 -1.4854
H -1.2369 -2.8995 -4.3680
H -1.0350 -4.4440 -3.5769
H 0.8692 -2.0999 -3.6938
H 1.2280 -3.8108 -3.7118
H 2.0069 -2.9029 -1.5651
H 0.6014 -3.9364 -1.2696
H 2.3140 -0.6672 -1.9914
H 3.8193 -1.2734 -1.2970
H 2.7961 1.5941 -1.1448
H 4.1494 1.0283 -2.0927
H 4.9109 2.0768 0.0764
H 5.4167 0.4136 -0.0820
H 3.0690 1.4383 1.5933
H 4.5554 0.7174 2.1743
H 2.6271 -0.8880 2.1943
H 3.9975 -1.4562 1.2379
H 2.1468 -3.1268 2.1780
H 1.6157 -3.7453 0.6222
H 1.0799 -5.3759 2.3656
H -0.3960 -4.7562 1.6726
H 0.8110 -4.1991 4.4108
H -0.8295 -4.6439 4.0164
H 0.4417 -1.9228 4.0673
H -1.2251 -2.3611 4.3537
H -1.0577 -1.0226 2.2993
H -1.5549 -2.6714 1.8748
```

Output
HOMO energy (alpha / beta), eV: -17.529 / -17.531
Energy above the lowest of the compared OMol25 structures with the same formula, charge and spin, eV: 0.142
Spin multiplicity: 1
Charge: +3

6.
Molecular formula: C26H41N2O5OsPSi2
Method: DFT, ωB97M-V with the def2-TZVPD basis set

Structure (XYZ):
```
78
C26H41N2O5OsPSi2, DFT ωB97M-V with the def2-TZVPD basis set
Os 0.2806 0.4281 -0.0523
C 0.2861 -0.6654 3.1658
Si 1.1988 -1.8614 2.0505
C 3.0474 -1.6531 2.0464
C 0.8454 -3.5675 2.6873
C 0.5630 -1.4880 0.2261
C 1.4192 -1.6052 -0.9821
C 2.3586 -2.4895 -1.4615
C 2.9561 -2.1685 -2.6767
C 2.6052 -0.9968 -3.3380
C 1.6836 -0.1396 -2.7738
N 1.0838 -0.4688 -1.6271
Si -1.0515 -2.5801 -0.2279
C -1.3787 -2.2371 -2.0328
C -0.6104 -4.3712 -0.1547
C -2.3934 -2.1108 0.9698
H 0.9761 -0.2278 3.8928
H -0.4710 -1.2148 3.7303
H -0.2231 0.1761 2.6928
H 3.3686 -1.4019 3.0611
H 3.4398 -0.8891 1.3769
H 3.5296 -2.5963 1.7797
H 1.2744 -3.5931 3.6952
H 1.3303 -4.3598 2.1158
H -0.2152 -3.7987 2.7863
H 2.6149 -3.3851 -0.9121
H 3.7071 -2.8218 -3.1009
H 3.0564 -0.7329 -4.2833
H 1.3982 0.7925 -3.2432
H -0.5050 -2.5231 -2.6232
H -1.6147 -1.2056 -2.2931
H -2.2036 -2.8718 -2.3705
H 0.2617 -4.5995 -0.7715
H -1.4597 -4.9121 -0.5852
H -0.4437 -4.7629 0.8425
H -2.4027 -1.0501 1.2266
H -2.2723 -2.6701 1.9006
H -3.3824 -2.3635 0.5782
C -5.4444 -0.4904 -1.0464
C -4.1190 -0.3076 -1.7322
O -3.2949 0.5465 -0.8704
P -1.8890 1.2154 -0.8673
O -1.9882 2.2097 0.3514
C -3.0592 3.1874 0.5829
C -2.9312 3.6762 1.9995
O -1.7300 2.1489 -2.1141
C -1.8510 1.7703 -3.5273
C -2.7143 2.7855 -4.2247
H -6.0821 -1.1199 -1.6673
H -5.9447 0.4661 -0.9009
H -5.3219 -0.9698 -0.0757
H -4.2297 0.1952 -2.6920
H -3.6004 -1.2489 -1.8772
H -4.0118 2.6918 0.4026
H -2.9253 3.9869 -0.1447
H -3.0163 2.8484 2.7033
H -3.7308 4.3866 2.2089
H -1.9754 4.1740 2.1562
H -2.2693 0.7644 -3.5974
H -0.8382 1.7498 -3.9253
H -3.7056 2.8310 -3.7734
H -2.8227 2.5115 -5.2742
H -2.2637 3.7756 -4.1716
O 3.9745 0.6531 -0.9862
C 3.4610 1.1811 -0.0527
N 2.0428 1.1290 0.2870
C 1.8369 1.9484 1.3773
O 0.6532 2.1135 1.6795
C 3.0973 2.4040 1.9423
C 3.4070 3.0846 3.1050
C 4.7551 3.3285 3.3427
C 5.7370 2.9106 2.4435
C 5.4156 2.2117 1.2830
C 4.0779 1.9624 1.0573
H 2.6403 3.4105 3.7946
H 5.0521 3.8513 4.2416
H 6.7737 3.1353 2.6561
H 6.1774 1.8774 0.5917
```

Output
HOMO energy, eV: -14.762
Energy above the lowest of the compared OMol25 structures with the same formula, charge and spin, eV: 1.346
Spin multiplicity: 1
Charge: +2